(1)
{"formula": "C25H34N2O8Ti", "method": "ωB97M-V/def2-TZVPD", "elements": ["Ti", "C", "O", "C", "C", "O", "C", "C", "O", "C", "H", "H", "H", "H", "H", "H", "H", "H", "H", "H", "H", "H", "H", "H", "O", "C", "O", "C", "C", "C", "C", "C", "N", "C", "O", "O", "H", "H", "H", "C", "C", "O", "C", "C", "C", "C", "C", "C", "H", "H", "H", "H", "H", "H", "H", "H", "C", "C", "C", "C", "N", "H", "H", "H", "H", "H", "H", "H", "H", "H"], "xyz": [[-0.55, 0.16, 0.04], [0.05, -0.66, -3.20], [0.28, 0.47, -2.40], [1.64, 0.86, -2.41], [1.85, 1.85, -1.26], [1.66, 1.26, 0.00], [2.81, 0.65, 0.55], [2.41, 0.09, 1.91], [1.65, -1.06, 1.65], [1.37, -1.83, 2.78], [0.27, -0.45, -4.26], [-1.01, -0.91, -3.08], [0.67, -1.51, -2.87], [1.89, 1.34, -3.37], [2.28, -0.03, -2.26], [1.08, 2.62, -1.33], [2.85, 2.30, -1.33], [3.61, 1.40, 0.66], [3.15, -0.19, -0.08], [1.81, 0.84, 2.46], [3.32, -0.17, 2.49], [0.64, -1.33, 3.43], [2.29, -2.04, 3.36], [0.96, -2.77, 2.40], [2.86, -3.30, 0.26], [2.09, -2.59, -0.40], [2.42, -1.71, -1.23], [0.58, -2.89, -0.34], [0.26, -4.23, -0.41], [-1.08, -4.65, -0.62], [-2.01, -3.67, -0.77], [-1.65, -2.32, -0.66], [-0.34, -1.90, -0.39], [-2.61, -1.28, -0.93], [-3.78, -1.52, -1.33], [-2.16, -0.05, -0.80], [1.06, -4.95, -0.34], [-1.32, -5.71, -0.68], [-3.05, -3.87, -0.99], [-2.78, 2.83, -1.34], [-1.73, 2.96, -0.26], [-0.78, 2.08, -0.19], [-1.79, 4.05, 0.64], [-0.90, 4.11, 1.76], [-0.96, 5.14, 2.66], [-1.86, 6.19, 2.49], [-2.73, 6.17, 1.40], [-2.71, 5.13, 0.50], [-2.65, 1.87, -1.83], [-2.69, 3.63, -2.09], [-3.78, 2.85, -0.92], [-0.20, 3.28, 1.87], [-0.28, 5.15, 3.51], [-1.89, 7.01, 3.20], [-3.43, 6.98, 1.26], [-3.39, 5.15, -0.33], [-2.46, -1.35, 2.80], [-1.98, 0.12, 2.64], [-3.19, 0.98, 2.19], [-1.55, 0.66, 4.04], [-0.92, 0.18, 1.73], [-3.20, -1.45, 3.60], [-1.61, -1.98, 3.02], [-2.90, -1.67, 1.85], [-4.04, 0.85, 2.86], [-3.46, 0.69, 1.17], [-2.90, 2.03, 2.18], [-2.38, 0.66, 4.75], [-1.17, 1.67, 3.92], [-0.75, 0.04, 4.45]], "charge": -2, "s_squared": 2.040, "multiplicity": 3, "total_energy_ev": -68953.924}

***

(2)
{"formula": "C25H34N5", "method": "ωB97M-V/def2-TZVPD", "elements": ["C", "N", "C", "C", "C", "C", "C", "C", "C", "C", "C", "C", "N", "C", "C", "C", "C", "C", "C", "H", "H", "H", "H", "H", "H", "H", "H", "H", "H", "H", "H", "H", "H", "H", "H", "H", "H", "H", "H", "H", "C", "C", "N", "C", "C", "C", "C", "C", "N", "C", "N", "H", "H", "H", "H", "H", "H", "H", "H", "H", "H", "H", "H", "H"], "xyz": [[5.42, 0.41, 4.35], [4.01, 0.80, 4.28], [3.64, 1.83, 5.25], [3.21, 0.53, 3.21], [3.51, -0.53, 2.30], [2.69, -0.79, 1.23], [1.56, 0.04, 0.94], [0.74, -0.19, -0.19], [0.08, 0.87, -0.88], [-1.12, 0.65, -1.63], [-1.76, 1.69, -2.26], [-1.13, 2.97, -2.38], [-1.68, 4.00, -3.11], [-3.11, 4.20, -3.22], [-0.90, 5.19, -3.42], [0.12, 3.16, -1.73], [0.64, 2.18, -0.92], [1.28, 1.11, 1.85], [2.04, 1.30, 2.98], [5.65, -0.40, 3.65], [6.08, 1.26, 4.12], [5.63, 0.08, 5.37], [2.60, 1.70, 5.57], [4.32, 1.72, 6.11], [3.74, 2.84, 4.83], [4.39, -1.14, 2.48], [2.92, -1.60, 0.54], [0.77, -1.17, -0.67], [-1.53, -0.36, -1.63], [-2.74, 1.54, -2.72], [-3.68, 3.29, -3.02], [-3.44, 4.97, -2.50], [-3.32, 4.57, -4.23], [0.03, 4.94, -3.94], [-1.52, 5.83, -4.05], [-0.63, 5.75, -2.51], [0.64, 4.12, -1.85], [1.53, 2.40, -0.32], [0.46, 1.79, 1.63], [1.79, 2.11, 3.68], [1.30, -3.32, -2.81], [-0.09, -3.27, -2.85], [-0.52, -3.99, -1.76], [-1.91, -4.25, -1.36], [-2.33, -3.43, -0.14], [-3.86, -3.35, 0.00], [-4.13, -1.99, 0.65], [-2.81, -1.20, 0.57], [-1.86, -2.05, -0.15], [0.58, -4.45, -1.09], [1.68, -4.03, -1.69], [1.99, -2.89, -3.53], [-0.76, -2.78, -3.53], [-2.57, -4.08, -2.22], [-1.98, -5.30, -1.03], [-1.92, -3.94, 0.76], [-4.33, -3.41, -0.99], [-4.23, -4.19, 0.59], [-4.93, -1.44, 0.14], [-4.42, -2.11, 1.70], [-2.95, -0.26, 0.01], [-2.45, -0.91, 1.57], [-0.91, -1.95, 0.20], [0.46, -5.06, -0.19]], "charge": 1, "total_energy_ev": -33920.254}

***

(3)
{"formula": "C25H34N6O2", "method": "ωB97M-V/def2-TZVPD", "elements": ["C", "C", "C", "C", "C", "C", "C", "C", "C", "N", "C", "C", "N", "N", "N", "N", "C", "C", "C", "C", "C", "C", "C", "C", "C", "C", "C", "O", "C", "O", "N", "C", "C", "H", "H", "H", "H", "H", "H", "H", "H", "H", "H", "H", "H", "H", "H", "H", "H", "H", "H", "H", "H", "H", "H", "H", "H", "H", "H", "H", "H", "H", "H", "H", "H", "H", "H"], "xyz": [[1.10, -5.90, 3.22], [1.19, -4.79, 2.22], [2.39, -4.09, 2.08], [2.53, -3.06, 1.17], [3.84, -2.33, 1.05], [1.43, -2.70, 0.36], [1.46, -1.64, -0.59], [0.38, -1.29, -1.33], [0.42, -0.13, -2.29], [0.09, 1.10, -1.56], [-1.34, 1.40, -1.57], [-1.65, 2.29, -0.43], [-2.12, 3.52, -0.47], [-2.21, 3.93, 0.79], [-1.83, 3.03, 1.60], [-1.46, 1.96, 0.88], [-0.96, 0.75, 1.48], [-2.06, 0.10, 2.32], [-1.53, -1.15, 3.00], [-0.31, -0.82, 3.87], [0.78, -0.18, 3.02], [0.26, 1.08, 2.34], [0.92, 2.24, -1.88], [0.92, 2.73, -3.35], [1.80, 3.98, -3.50], [0.82, 5.11, -3.16], [-0.56, 4.49, -3.43], [-0.35, 3.14, -3.82], [-0.88, -2.01, -1.18], [-1.92, -1.77, -1.77], [-0.85, -3.05, -0.26], [0.22, -3.41, 0.51], [0.11, -4.45, 1.43], [1.36, -5.53, 4.22], [0.09, -6.31, 3.26], [1.79, -6.70, 2.97], [3.23, -4.37, 2.70], [4.56, -2.75, 1.74], [4.24, -2.42, 0.04], [3.71, -1.28, 1.28], [2.38, -1.09, -0.72], [-0.28, -0.31, -3.11], [1.43, -0.04, -2.69], [-1.67, 1.88, -2.50], [-1.89, 0.46, -1.46], [-0.66, 0.09, 0.66], [-2.40, 0.82, 3.07], [-2.91, -0.15, 1.68], [-2.31, -1.60, 3.61], [-1.23, -1.88, 2.24], [0.07, -1.73, 4.33], [-0.61, -0.13, 4.66], [1.63, 0.08, 3.65], [1.11, -0.89, 2.26], [-0.04, 1.82, 3.09], [1.03, 1.52, 1.71], [0.59, 3.06, -1.24], [1.95, 1.99, -1.61], [1.24, 1.91, -4.01], [2.14, 4.07, -4.53], [2.67, 3.96, -2.84], [0.91, 5.40, -2.11], [0.99, 5.99, -3.77], [-1.09, 4.97, -4.26], [-1.20, 4.52, -2.54], [-1.71, -3.56, -0.16], [-0.83, -4.97, 1.53]], "charge": 0, "smiles": "Cc1cc(C)c2cc(CN(Cc3nnnn3C3CCCCC3)C[C@@H]3CCCO3)c(=O)[nH]c2c1", "total_energy_ev": -39513.118}

***

(4)
{"formula": "C25H34N8OPdS2SeSi2Te", "method": "ωB97M-V/def2-TZVPD", "elements": ["Pd", "C", "S", "C", "S", "N", "N", "C", "C", "C", "C", "C", "C", "N", "H", "H", "H", "H", "H", "H", "H", "H", "O", "N", "C", "C", "N", "C", "N", "C", "Si", "C", "C", "C", "Te", "C", "Si", "C", "C", "C", "H", "H", "H", "H", "H", "H", "H", "H", "H", "H", "H", "H", "H", "H", "H", "H", "H", "H", "H", "H", "H", "H", "Se", "N", "C", "C", "C", "C", "C", "C", "N", "H", "H", "H", "H"], "xyz": [[0.56, -0.98, -0.42], [-1.44, -4.74, 2.99], [-2.60, -4.05, 1.78], [-1.63, -2.90, 0.93], [-0.09, -2.43, 1.56], [-2.18, -2.39, -0.12], [-1.52, -1.59, -0.91], [-2.06, -0.98, -1.90], [-1.25, -0.28, -2.87], [-1.80, 0.25, -4.03], [-0.97, 0.85, -4.96], [0.39, 0.92, -4.69], [0.87, 0.38, -3.51], [0.07, -0.20, -2.62], [-2.00, -5.50, 3.53], [-1.09, -3.98, 3.68], [-0.61, -5.22, 2.47], [-3.14, -1.04, -2.05], [-2.87, 0.17, -4.20], [-1.37, 1.24, -5.88], [1.07, 1.40, -5.39], [1.92, 0.41, -3.27], [2.23, 0.53, -0.36], [3.47, 0.40, -0.03], [4.05, -0.08, 1.04], [3.27, -0.64, 2.09], [2.39, -0.98, 2.75], [5.47, -0.04, 1.13], [6.61, -0.03, 1.25], [-1.16, 4.38, 1.59], [-0.29, 3.98, -0.04], [1.58, 3.96, 0.19], [-0.89, 4.99, -1.51], [-0.77, 2.14, -0.50], [-0.19, 0.99, 1.18], [-2.14, 0.77, 2.01], [-2.14, 0.62, 3.96], [-3.87, 1.11, 4.50], [-0.79, 1.79, 4.59], [-1.76, -1.16, 4.45], [-0.86, 5.37, 1.95], [-0.88, 3.65, 2.36], [-2.24, 4.39, 1.49], [1.96, 4.96, 0.40], [2.10, 3.61, -0.70], [1.87, 3.32, 1.02], [-0.62, 6.04, -1.37], [-1.97, 4.95, -1.62], [-0.43, 4.67, -2.45], [-0.17, 1.86, -1.36], [-1.84, 2.04, -0.71], [-2.63, -0.09, 1.53], [-2.68, 1.67, 1.71], [-4.11, 2.15, 4.24], [-3.96, 1.02, 5.59], [-4.63, 0.47, 4.06], [-1.10, 2.83, 4.58], [0.11, 1.69, 3.99], [-0.52, 1.55, 5.62], [-2.50, -1.85, 4.05], [-1.77, -1.26, 5.54], [-0.77, -1.44, 4.11], [2.58, -3.01, 0.03], [1.32, -2.83, -1.25], [1.90, -3.06, -2.43], [1.27, -3.03, -3.69], [2.00, -3.36, -4.79], [3.38, -3.71, -4.71], [4.03, -3.74, -3.52], [3.31, -3.41, -2.34], [3.82, -3.39, -1.12], [0.22, -2.77, -3.76], [1.52, -3.37, -5.76], [3.91, -3.95, -5.62], [5.07, -4.04, -3.43]], "charge": 2, "total_energy_ev": -153970.660}

***

(5)
{"formula": "C25H34NO3PSTeV", "method": "ωB97M-V/def2-TZVPD", "elements": ["V", "C", "C", "C", "C", "C", "C", "C", "C", "C", "S", "C", "N", "H", "H", "H", "H", "H", "H", "H", "H", "C", "C", "C", "C", "C", "C", "Te", "C", "C", "C", "H", "H", "H", "H", "H", "H", "H", "H", "H", "H", "H", "C", "C", "O", "P", "O", "C", "C", "O", "C", "C", "H", "H", "H", "H", "H", "H", "H", "H", "H", "H", "H", "H", "H", "H", "H"], "xyz": [[-15.98, -9.00, -7.45], [-15.32, -5.95, -8.57], [-16.74, -6.27, -8.40], [-17.75, -5.54, -9.13], [-19.08, -5.89, -8.98], [-19.46, -6.97, -8.11], [-20.77, -7.49, -8.12], [-21.04, -8.70, -7.52], [-20.02, -9.43, -6.94], [-18.72, -8.96, -6.87], [-17.50, -10.11, -6.21], [-18.39, -7.70, -7.45], [-17.07, -7.33, -7.59], [-15.17, -4.84, -8.82], [-14.83, -6.45, -9.46], [-14.76, -6.24, -7.70], [-17.44, -4.81, -9.86], [-19.86, -5.37, -9.56], [-21.50, -6.90, -8.63], [-22.06, -9.14, -7.58], [-20.25, -10.42, -6.59], [-11.35, -3.41, -3.06], [-11.85, -4.58, -3.86], [-11.44, -4.67, -5.19], [-11.86, -5.77, -5.94], [-11.40, -5.83, -7.35], [-12.74, -6.78, -5.41], [-13.46, -8.61, -6.51], [-13.10, -6.63, -4.08], [-13.95, -7.71, -3.37], [-12.69, -5.53, -3.30], [-12.24, -2.87, -2.74], [-10.75, -2.72, -3.68], [-10.79, -3.71, -2.16], [-10.87, -3.84, -5.62], [-10.78, -4.95, -7.61], [-12.21, -5.82, -8.12], [-10.85, -6.78, -7.57], [-15.00, -7.57, -3.79], [-13.94, -7.54, -2.29], [-13.63, -8.70, -3.62], [-12.92, -5.44, -2.24], [-13.59, -10.16, -11.97], [-14.67, -9.54, -11.20], [-15.69, -10.55, -10.97], [-16.36, -10.60, -9.44], [-16.01, -12.14, -8.96], [-14.65, -12.45, -8.45], [-14.39, -13.89, -8.87], [-17.87, -10.63, -9.84], [-18.88, -11.55, -10.37], [-19.69, -10.78, -11.37], [-12.86, -9.44, -12.42], [-13.93, -10.85, -12.74], [-12.95, -10.85, -11.37], [-15.14, -8.68, -11.73], [-14.24, -9.17, -10.26], [-14.74, -12.30, -7.36], [-13.93, -11.74, -8.94], [-15.05, -14.61, -8.26], [-13.37, -14.19, -8.64], [-14.60, -14.06, -9.92], [-19.38, -11.94, -9.45], [-18.33, -12.45, -10.79], [-20.17, -9.90, -10.95], [-20.45, -11.39, -11.85], [-19.05, -10.42, -12.18]], "charge": 1, "s_squared": 2.119, "multiplicity": 3, "total_energy_ev": -87209.429}

***

(6)
{"formula": "C25H34NOP2SZr", "method": "ωB97M-V/def2-TZVPD", "elements": ["Zr", "C", "P", "C", "C", "C", "C", "C", "C", "C", "P", "C", "C", "H", "H", "H", "H", "H", "H", "H", "H", "H", "H", "H", "H", "H", "H", "H", "H", "N", "C", "C", "C", "C", "C", "C", "C", "C", "C", "H", "H", "H", "H", "C", "C", "C", "S", "O", "C", "C", "C", "H", "H", "H", "H", "H", "H", "H", "H", "H", "H", "H", "H", "H", "H"], "xyz": [[0.64, -0.35, -0.19], [0.45, -4.38, -1.36], [-0.09, -2.65, -1.27], [-1.89, -2.65, -1.44], [0.58, -1.69, -2.67], [-0.23, -1.53, -3.80], [0.18, -0.79, -4.90], [1.42, -0.16, -4.87], [2.23, -0.28, -3.76], [1.86, -1.05, -2.65], [3.01, -1.03, -1.21], [4.41, 0.05, -1.60], [3.68, -2.67, -0.85], [0.19, -4.75, -2.35], [-0.07, -4.96, -0.61], [1.52, -4.48, -1.22], [-2.22, -3.24, -2.30], [-2.27, -1.63, -1.54], [-2.32, -3.11, -0.54], [-1.20, -2.01, -3.84], [-0.45, -0.72, -5.77], [1.75, 0.42, -5.72], [3.19, 0.21, -3.77], [4.09, 1.08, -1.78], [4.97, -0.33, -2.46], [5.06, 0.03, -0.73], [4.01, -3.17, -1.76], [2.96, -3.29, -0.32], [4.55, -2.53, -0.20], [-4.06, 7.91, -3.26], [-3.55, 6.94, -2.92], [-2.92, 5.73, -2.49], [-2.20, 5.72, -1.29], [-1.59, 4.55, -0.87], [-1.69, 3.39, -1.66], [-2.41, 3.41, -2.87], [-3.03, 4.58, -3.28], [-1.07, 2.21, -1.24], [-0.52, 1.16, -0.87], [-2.13, 6.62, -0.70], [-1.03, 4.53, 0.05], [-2.49, 2.52, -3.47], [-3.59, 4.61, -4.20], [-1.29, 1.32, 5.87], [0.05, 1.65, 5.24], [0.62, 0.52, 4.38], [-0.48, 0.22, 2.98], [0.52, -0.24, 1.82], [-1.41, -1.28, 3.38], [-0.71, -2.62, 3.20], [0.45, -2.91, 4.15], [-1.59, 2.12, 6.55], [-1.24, 0.40, 6.46], [-2.09, 1.22, 5.13], [0.80, 1.84, 6.01], [-0.01, 2.56, 4.64], [0.74, -0.41, 4.94], [1.57, 0.79, 3.92], [-2.31, -1.21, 2.77], [-1.72, -1.09, 4.41], [-0.38, -2.71, 2.16], [-1.49, -3.37, 3.33], [1.33, -2.31, 3.92], [0.74, -3.95, 4.08], [0.17, -2.73, 5.19]], "charge": 3, "total_energy_ev": -60680.078}

***

(7)
{"formula": "C25H35F4IO21P2", "method": "ωB97M-V/def2-TZVPD", "elements": ["O", "C", "O", "C", "C", "P", "C", "C", "O", "I", "C", "C", "C", "O", "P", "O", "O", "C", "F", "F", "C", "F", "F", "H", "H", "H", "H", "H", "H", "H", "H", "H", "H", "H", "H", "H", "H", "H", "O", "C", "O", "C", "C", "O", "H", "H", "H", "H", "O", "C", "O", "C", "C", "O", "H", "H", "H", "H", "O", "C", "O", "C", "C", "O", "H", "H", "H", "H", "O", "C", "O", "C", "C", "O", "H", "H", "H", "H", "O", "C", "O", "C", "C", "O", "H", "H", "H", "H"], "xyz": [[-3.57, -0.76, 4.06], [-2.30, -1.25, 4.05], [-1.82, -1.97, 5.24], [-1.37, -0.92, 2.70], [-0.15, -1.94, 2.45], [-0.24, -3.14, 0.95], [-0.99, -2.63, -0.77], [-1.49, -1.07, -0.83], [-0.77, 0.00, -0.40], [-3.52, -0.52, -1.59], [0.76, -4.74, 1.11], [1.02, -5.13, 2.83], [1.66, -6.72, 3.10], [0.11, -6.26, 3.41], [1.64, -2.18, 0.26], [2.28, -3.00, -1.16], [2.93, -2.38, 1.44], [-1.89, -3.90, 1.48], [-2.01, -4.21, 2.96], [-3.11, -3.04, 1.20], [-2.32, -5.33, 0.74], [-3.73, -5.27, 0.21], [-2.27, -6.51, 1.63], [-2.29, -2.88, 5.28], [-2.14, -0.77, 1.84], [-0.93, 0.16, 2.92], [0.85, -1.28, 2.47], [-0.05, -2.62, 3.43], [-0.24, -2.78, -1.66], [-1.94, -3.28, -1.06], [0.37, -5.70, 0.60], [1.90, -4.66, 0.79], [1.42, -4.21, 3.58], [1.73, -7.00, 4.26], [1.21, -7.61, 2.47], [2.51, -2.32, -1.86], [2.54, -2.74, 2.31], [-1.65, -5.53, -0.23], [-3.29, -1.44, -5.11], [-3.75, -0.44, -5.62], [-3.28, 0.13, -6.77], [-4.21, 1.12, -7.15], [-4.90, 1.46, -5.87], [-4.81, 0.26, -5.13], [-3.70, 1.98, -7.59], [-4.89, 0.69, -7.89], [-4.38, 2.25, -5.32], [-5.94, 1.75, -6.02], [3.59, -0.79, -3.52], [4.36, -0.54, -2.61], [5.26, 0.49, -2.62], [5.79, 0.59, -1.31], [5.58, -0.78, -0.75], [4.43, -1.24, -1.44], [6.85, 0.86, -1.34], [5.24, 1.35, -0.76], [6.42, -1.46, -0.97], [5.41, -0.77, 0.32], [-6.47, 4.03, -5.35], [-5.55, 4.78, -5.61], [-4.57, 4.51, -6.53], [-3.83, 5.70, -6.71], [-4.08, 6.46, -5.44], [-5.36, 6.01, -5.04], [-2.77, 5.49, -6.86], [-4.22, 6.23, -7.59], [-3.36, 6.21, -4.66], [-4.08, 7.54, -5.60], [4.04, 2.93, 1.77], [4.96, 3.68, 1.50], [5.94, 3.41, 0.59], [6.67, 4.61, 0.40], [6.43, 5.36, 1.67], [5.15, 4.91, 2.07], [7.73, 4.39, 0.25], [6.29, 5.13, -0.48], [7.15, 5.11, 2.45], [6.42, 6.44, 1.51], [0.49, 4.09, 6.88], [-0.11, 3.04, 6.70], [-0.53, 2.58, 5.49], [-0.97, 1.25, 5.68], [-1.32, 1.21, 7.14], [-0.45, 2.18, 7.70], [-1.83, 1.03, 5.04], [-0.16, 0.57, 5.43], [-2.36, 1.52, 7.33], [-1.15, 0.23, 7.58]], "charge": 0, "smiles": "O=C(O)CCP(CC(=O)I)(C[C@@H]1CO1)(P(O)O)C(F)(F)C(F)F.O=C1OCCO1.O=C1OCCO1.O=C1OCCO1.O=C1OCCO1.O=C1OCCO1", "total_energy_ev": -107025.075}